Entry from the OMol25 dataset: a structure of composition C9H5Cl3N2Na (wB97M-V/def2-TZVPD).

Geometry as ORCA input:
```
! wB97M-V def2-TZVPD RIJCOSX def2/J DEFGRID3
* xyz 1 1
Na 0.046 -0.008 -0.060
Cl 4.317 0.872 3.549
C 2.784 0.120 3.963
Cl 1.922 1.059 5.173
Cl 3.014 -1.540 4.493
C 1.951 0.091 2.737
N 1.308 0.071 1.791
N -1.433 -1.528 -0.556
C -2.211 -2.336 -0.808
C -3.184 -3.347 -1.125
C -4.538 -3.020 -1.102
C -5.469 -3.996 -1.411
C -5.046 -5.279 -1.736
C -3.694 -5.597 -1.756
C -2.752 -4.632 -1.450
H -4.852 -2.017 -0.848
H -6.523 -3.757 -1.398
H -5.778 -6.039 -1.977
H -3.374 -6.598 -2.012
H -1.696 -4.864 -1.463
*
```

Results
Strongest force on any atom = 0.5 eV/Å
Orbital gap = 0.356 hartree
HOMO energy = -0.4689 hartree

Results of the Löwdin charge analysis, in e, for atoms 1 through 8: atom 1 (Na): 0.613, atom 2 (Cl): 0.663, atom 3 (C): -1.641, atom 4 (Cl): 0.663, atom 5 (Cl): 0.662, atom 6 (C): -0.323, atom 7 (N): 0.161, atom 8 (N): 0.124

Entry from the OMol25 dataset: an isolated molecule of C29H36N4O (wB97M-V/def2-TZVPD).

Geometry as ORCA input:
```
! wB97M-V def2-TZVPD RIJCOSX def2/J DEFGRID3
* xyz 0 1
C -3.025 0.150 0.285
C -2.741 -0.347 -1.116
C -3.664 -1.462 -1.534
N -1.407 -0.987 -1.220
N -1.389 -2.308 -1.197
N -0.086 -2.643 -1.266
C 0.177 -4.074 -0.929
C -0.592 -4.916 -1.923
C -0.301 -4.333 0.480
C 0.714 -1.528 -1.316
C 2.236 -1.675 -1.422
C 2.893 -0.356 -1.823
C 2.578 -2.670 -2.538
C 2.759 -2.151 -0.059
C -0.145 -0.447 -1.259
C 0.004 1.045 -1.296
H -4.072 0.475 0.341
H -2.873 -0.654 1.018
H -2.387 1.002 0.552
H -2.745 0.484 -1.828
H -4.704 -1.134 -1.515
H -3.416 -1.790 -2.548
H -3.537 -2.318 -0.865
H 1.247 -4.250 -1.004
H -0.538 -5.970 -1.638
H -1.643 -4.609 -1.934
H -0.183 -4.820 -2.933
H -0.163 -5.392 0.720
H 0.259 -3.737 1.207
H -1.367 -4.092 0.558
H 2.779 0.404 -1.043
H 3.970 -0.515 -1.985
H 2.450 0.008 -2.760
H 2.178 -3.671 -2.362
H 2.179 -2.305 -3.490
H 3.667 -2.763 -2.623
H 2.490 -3.197 0.130
H 3.853 -2.078 -0.033
H 2.334 -1.537 0.746
H 0.584 1.283 -2.205
H -0.998 1.478 -1.442
N 2.515 8.054 -2.381
C 2.205 7.017 -1.928
C 1.832 5.734 -1.379
C 2.806 4.757 -1.157
C 2.434 3.479 -0.739
C 1.088 3.180 -0.524
C 0.683 1.742 -0.139
C -0.114 1.789 1.122
C -0.131 0.695 2.017
C -0.869 0.886 3.326
C -1.275 2.133 3.841
C -2.008 2.222 5.032
C -2.314 1.065 5.752
C -1.890 -0.181 5.272
C -1.170 -0.268 4.076
O 0.408 -0.415 1.748
C 0.119 4.172 -0.664
C 0.494 5.457 -1.071
H 3.854 4.990 -1.332
H 3.193 2.708 -0.583
H 1.611 1.190 0.076
H -0.512 2.749 1.438
H -1.008 3.041 3.302
H -2.326 3.203 5.385
H -2.884 1.133 6.678
H -2.111 -1.095 5.825
H -0.823 -1.235 3.704
H -0.932 3.956 -0.452
H -0.250 6.243 -1.173
*
```

Results
Strongest force on any atom = 2.7 eV/Å
Orbital gap = 0.229 hartree
Energy above the lowest of the compared OMol25 structures with the same formula, charge and spin = 0.000 eV
HOMO energy = -0.2261 hartree

Results of the Löwdin charge analysis, in e, for atoms 1 through 8: atom 1 (C): -0.024, atom 2 (C): -0.339, atom 3 (C): -0.072, atom 4 (N): 0.015, atom 5 (N): 0.151, atom 6 (N): 0.036, atom 7 (C): -0.364, atom 8 (C): -0.045

Entry from the OMol25 dataset: a structure of composition C16H27IrN2OSb2 (wB97M-V/def2-TZVPD).

Geometry as ORCA input:
```
! wB97M-V def2-TZVPD RIJCOSX def2/J DEFGRID3
* xyz 0 5
Ir -0.440 -0.349 0.079
C -2.016 -3.451 1.671
Sb -2.216 -2.295 -0.248
C -2.407 -0.862 -2.359
C -4.401 -2.101 -0.090
C -4.906 -1.835 1.285
C -5.357 -2.908 2.057
C -5.854 -2.733 3.336
C -5.920 -1.455 3.870
C -5.480 -0.381 3.116
C -4.962 -0.540 1.829
C -4.465 0.662 1.099
Sb -2.317 0.942 1.387
C -2.319 3.080 1.178
C -2.400 0.829 3.520
H -2.589 -4.371 1.559
H -2.416 -2.854 2.488
H -0.963 -3.668 1.830
H -2.936 -1.509 -3.057
H -1.406 -0.607 -2.691
H -2.988 0.003 -2.049
H -4.780 -3.054 -0.457
H -4.681 -1.329 -0.805
H -5.320 -3.904 1.630
H -6.200 -3.585 3.906
H -6.320 -1.294 4.863
H -5.537 0.620 3.531
H -4.914 1.571 1.498
H -4.660 0.623 0.027
H -2.850 3.544 2.008
H -2.804 3.344 0.239
H -1.288 3.429 1.145
H -3.124 1.557 3.884
H -1.413 1.041 3.918
H -2.710 -0.169 3.825
N 0.991 2.269 -0.874
C 0.483 1.268 -0.586
C 2.033 2.482 2.668
C 1.677 1.091 2.232
N 2.669 0.342 1.720
O 0.527 0.648 2.334
H 2.919 2.484 3.303
H 1.194 2.926 3.198
H 2.239 3.070 1.771
H 3.522 0.781 1.422
H 2.371 -0.485 1.215
C 1.100 -1.406 -0.644
H 1.008 -2.493 -0.692
H 1.995 -1.057 -1.154
*
```

Results
Strongest force on any atom = 1.0 eV/Å
Orbital gap (spin up / spin down) = 0.284 / 0.235 hartree
Energy above the lowest of the compared OMol25 structures with the same formula, charge and spin = 0.000 eV
HOMO energy (spin up / spin down) = -0.2612 / -0.3004 hartree

Results of the Löwdin charge analysis, in e, for atoms 1 through 8: atom 1 (Ir): 0.568, atom 2 (C): -0.305, atom 3 (Sb): 1.221, atom 4 (C): -0.202, atom 5 (C): -0.329, atom 6 (C): -0.301, atom 7 (C): -0.067, atom 8 (C): -0.085

Number 1: E_tot -54372.659 eV. Number 2: E_tot -38663.039 eV. Number 3: E_tot -37966.267 eV.